# 1
Entry from the OMol25 dataset: a structure of composition C28H58BeF3N4O8S6 (ωB97M-V/def2-TZVPD).

The net charge is +1. Its gap between HOMO and LUMO is 0.1262 Ha. For the HOMO energy, the calculation gives -0.3573 Ha.

```
108
C28H58BeF3N4O8S6 (ωB97M-V/def2-TZVPD)
Be 13.9616 -18.7235 -11.9335
C 12.7835 -18.0723 -15.5901
O 12.1712 -19.2574 -15.9426
O 12.9232 -18.0156 -14.1687
C 13.9716 -17.7808 -16.6159
F 13.5548 -17.3242 -17.8332
F 14.6169 -16.7589 -16.1322
F 14.8542 -18.7402 -16.8058
C 11.4469 -19.4050 -17.2104
C 10.8229 -20.7846 -17.4433
H 10.3543 -21.2418 -16.5718
H 10.1385 -20.7896 -18.2916
H 11.5557 -21.5568 -17.6774
H 12.0504 -19.0718 -18.0547
H 10.6346 -18.6802 -17.2659
H 12.0449 -17.3269 -15.8850
C 14.2089 -21.1216 -19.5842
S 13.2971 -21.2752 -21.2222
O 14.2136 -20.6822 -22.2365
C 13.6564 -23.0180 -21.5348
H 13.6676 -21.6345 -18.7892
H 14.3026 -20.0555 -19.3771
H 15.1920 -21.5810 -19.6871
H 13.2915 -23.5367 -20.6483
H 14.7114 -23.2342 -21.3660
H 13.3409 -23.3781 -22.5140
C 13.6694 -21.9216 -15.4119
S 14.6666 -21.9222 -13.8474
O 13.8487 -21.0790 -12.8826
C 14.1538 -23.6734 -13.5089
H 13.8284 -21.0131 -15.9928
H 12.6305 -21.9046 -15.0824
H 13.7365 -22.7941 -16.0618
H 14.7121 -24.3090 -14.1962
H 13.0774 -23.8325 -13.5730
H 14.3239 -23.9984 -12.4824
C 11.2507 -22.1670 -11.1201
S 10.5532 -20.5712 -11.5660
O 11.6110 -19.5461 -11.2684
C 10.5947 -20.7408 -13.3926
H 11.7432 -22.1927 -10.1481
H 11.9878 -22.3266 -11.9070
H 10.5083 -22.9651 -11.1214
H 10.5729 -21.7693 -13.7529
H 11.5837 -20.3100 -13.5488
H 9.8547 -20.0192 -13.7387
C 20.6856 -16.6725 -16.5636
S 19.5224 -16.7951 -15.0946
O 19.3994 -15.3602 -14.5363
C 17.9478 -17.1231 -15.9748
H 20.4813 -17.2832 -17.4430
H 21.6675 -16.9329 -16.1683
H 20.7708 -15.6444 -16.9155
H 17.1932 -17.1928 -15.1914
H 18.0855 -18.0292 -16.5648
H 17.7475 -16.2670 -16.6190
C 15.7392 -14.4310 -13.8026
S 15.3622 -14.9080 -12.0817
O 15.3739 -16.4309 -11.9624
C 16.8847 -14.2020 -11.2531
H 15.0245 -15.0745 -14.3156
H 16.7036 -14.7641 -14.1860
H 15.5986 -13.3641 -13.9760
H 16.8365 -13.9598 -10.1915
H 17.0923 -13.2732 -11.7844
H 17.8256 -14.7320 -11.4017
C 14.9507 -14.2214 -17.7610
S 14.6755 -12.3962 -17.7694
O 14.6465 -11.9126 -16.3140
C 16.3925 -12.0752 -18.3591
H 15.7031 -14.4240 -16.9988
H 15.4007 -14.4765 -18.7204
H 14.0419 -14.8064 -17.6194
H 17.0994 -11.9025 -17.5476
H 16.4006 -11.2086 -19.0201
H 16.7774 -12.8847 -18.9793
C 12.2163 -18.0828 -21.1323
C 13.2830 -17.1042 -21.2259
N 14.0670 -16.2398 -21.3185
H 12.3138 -18.7242 -22.0082
H 11.2371 -17.6216 -21.0036
H 12.2042 -18.7179 -20.2466
C 9.0891 -16.7924 -14.9358
C 8.4616 -17.7300 -15.8608
N 7.9412 -18.4485 -16.6367
H 9.4461 -17.3419 -14.0648
H 8.4155 -16.0300 -14.5443
H 9.9231 -16.3027 -15.4385
N 9.2322 -14.2312 -19.4876
C 10.2743 -14.8568 -20.1100
C 11.2086 -15.2695 -19.2216
C 10.6332 -15.0723 -18.0073
C 9.4406 -14.3460 -18.1605
H 8.4648 -13.8280 -20.0060
H 10.1711 -14.8822 -21.1847
H 12.1595 -15.7604 -19.3673
H 11.0694 -15.3900 -17.0718
H 8.7257 -13.9578 -17.4501
N 5.5291 -24.2717 -17.5490
C 5.2841 -23.0061 -17.1689
C 6.3998 -22.3195 -17.4733
C 7.4484 -23.1397 -17.9798
C 6.8207 -24.3484 -18.0089
H 4.9672 -25.0826 -17.3324
H 4.3428 -22.7501 -16.7054
H 6.4724 -21.2513 -17.3316
H 8.4724 -22.8687 -18.1905
H 7.1774 -25.3044 -18.3628
```

Löwdin population analysis, charges in e, atoms 1 to 4: atom 1 (Be): 1.1460, atom 2 (C): -0.3943, atom 3 (O): -0.1288, atom 4 (O): -0.2015


# 2
Entry from the OMol25 dataset: a cluster of 7 separate species, C28H58F12NO27P6S in total (ωB97M-V/def2-TZVPD).

The net charge is +1. Its gap between HOMO and LUMO is 0.2364 Ha. For the HOMO energy, the calculation gives -0.4193 Ha.

```
133
C28H58F12NO27P6S (ωB97M-V/def2-TZVPD)
O -1.5824 -2.8092 3.0894
S -2.3160 -1.8294 2.3568
O -2.5171 -2.1975 1.0014
C -1.3350 -0.3297 2.4459
C -0.9415 0.2238 1.2391
C -0.2085 1.4027 1.2830
C 0.1033 1.9706 2.4974
C 0.8947 3.2837 2.5600
F 2.0790 3.1134 3.1014
F 0.9883 3.7807 1.3461
F 0.1741 4.1485 3.2727
N -0.2862 1.3840 3.6371
O 0.0436 1.9876 4.8230
C -0.9997 0.2595 3.6424
C -3.9109 -1.6147 3.3075
F -3.6655 -0.7695 4.3226
F -4.1555 -2.7993 3.8366
C -5.1556 -1.2220 2.4761
F -5.3100 -2.0050 1.4236
F -6.2259 -1.4283 3.2632
C -5.1810 0.2654 2.0161
F -5.8203 0.3007 0.8500
F -3.9408 0.7459 1.7945
C -5.9444 1.2483 2.9575
F -7.2283 1.2850 2.6964
F -5.7136 1.0332 4.2411
F -5.4783 2.4729 2.6792
H -1.2273 -0.2359 0.3013
H 0.1016 1.8670 0.3627
H -0.6096 1.6753 5.4671
H -1.3198 -0.1831 4.5731
C -2.2397 1.7051 -5.3461
O -1.7418 0.5067 -4.7112
P -2.7299 -0.2242 -3.6167
O -2.4839 0.6193 -2.4087
O -1.8589 -1.5932 -3.6271
C -0.5287 -1.6969 -4.1270
O -4.0401 -1.0569 -3.1209
C -4.6928 -1.9454 -4.0642
H -1.4749 2.0549 -6.0333
H -3.1486 1.4952 -5.9085
H -2.4317 2.4738 -4.5973
H 0.1381 -1.0004 -3.6189
H -0.5010 -1.5295 -5.2012
H -0.1906 -2.7131 -3.9301
H -4.0252 -2.7569 -4.3485
H -5.0048 -1.4003 -4.9535
H -5.5711 -2.3633 -3.5821
C -9.0025 7.3752 3.8862
O -8.4871 6.2053 4.5558
P -9.4295 5.5706 5.7421
O -9.2041 6.4451 6.9071
O -8.6117 4.1706 5.7986
C -7.2762 4.0113 5.3462
O -10.8267 4.8146 6.0919
C -11.4220 3.9590 5.0938
H -8.2764 7.6721 3.1346
H -9.9486 7.1535 3.3927
H -9.1357 8.1877 4.6007
H -6.6023 4.6986 5.8583
H -7.2171 4.1501 4.2676
H -6.9678 2.9924 5.5769
H -10.7756 3.1049 4.8887
H -11.6133 4.5071 4.1709
H -12.3673 3.5996 5.4899
C 6.6964 5.8324 -1.4275
O 5.7842 4.9711 -0.7140
P 5.4166 3.5426 -1.4264
O 4.4162 3.8817 -2.4594
O 4.7834 2.9007 -0.0870
C 4.2958 3.6464 1.0163
O 5.9842 2.0915 -1.8925
C 7.0876 1.5228 -1.1460
H 6.8398 6.7279 -0.8297
H 7.6607 5.3441 -1.5656
H 6.2742 6.1069 -2.3945
H 3.5164 4.3471 0.7101
H 5.1056 4.1707 1.5185
H 3.8768 2.9327 1.7160
H 6.7894 1.3129 -0.1180
H 7.9472 2.1926 -1.1475
H 7.3676 0.5920 -1.6330
C 7.3036 -1.4977 3.4875
O 7.4298 -0.2866 4.2794
P 6.5336 0.9900 3.8130
O 7.2540 1.5663 2.6581
O 6.7318 1.8000 5.1959
C 7.8085 1.5760 6.1056
O 5.0262 1.6093 3.6337
C 3.9666 1.1842 4.5050
H 7.9526 -2.2515 3.9207
H 6.2768 -1.8611 3.5114
H 7.6096 -1.3126 2.4596
H 8.7706 1.7075 5.6125
H 7.7425 0.5856 6.5500
H 7.7169 2.3152 6.8986
H 4.1599 1.4819 5.5368
H 3.8266 0.1019 4.4559
H 3.0623 1.6714 4.1613
C 9.2026 -2.5688 -2.0462
O 9.1168 -3.8669 -1.4233
P 7.8058 -4.1472 -0.4748
O 8.1241 -3.4586 0.7947
O 8.0637 -5.7437 -0.4503
C 9.3154 -6.3666 -0.7337
O 6.1966 -4.4087 -0.3596
C 5.5074 -4.9684 -1.4970
H 10.1151 -2.5452 -2.6350
H 8.3530 -2.4004 -2.7084
H 9.2444 -1.7889 -1.2846
H 10.0964 -5.9962 -0.0708
H 9.5981 -6.2178 -1.7733
H 9.1877 -7.4334 -0.5627
H 5.8655 -5.9775 -1.7007
H 5.6393 -4.3447 -2.3818
H 4.4495 -5.0116 -1.2532
C -5.2228 -7.1729 -8.9787
O -4.6928 -5.8359 -9.1112
P -4.7198 -4.8986 -7.7694
O -6.1121 -4.4178 -7.6685
O -3.7036 -3.7905 -8.3681
C -3.4715 -3.5905 -9.7609
O -4.1379 -4.6732 -6.2599
C -2.8061 -5.1593 -5.9822
H -5.1309 -7.6603 -9.9449
H -4.6562 -7.7422 -8.2423
H -6.2738 -7.1326 -8.6926
H -4.4005 -3.3689 -10.2848
H -2.9844 -4.4567 -10.2029
H -2.8034 -2.7366 -9.8557
H -2.0720 -4.6253 -6.5868
H -2.7312 -6.2298 -6.1754
H -2.5986 -4.9773 -4.9305
```

Löwdin population analysis, charges in e, atoms 1 to 4: atom 1 (O): -0.2279, atom 2 (S): 0.7695, atom 3 (O): -0.2092, atom 4 (C): -0.1928


# 3
Entry from the OMol25 dataset: a structure of composition C28H58GeO5S4Sb2Si3Ti (ωB97M-V/def2-TZVPD).

The spin multiplicity is 2. The net charge is -1. Its gap between HOMO and LUMO (spin up / spin down) is 0.2423 / 0.2459 Ha. The calculation puts the energy relative to the best compared isomer or geometry (same formula, charge and spin) at 65.3 kcal per mole. For the HOMO energy (spin up / spin down), the calculation gives -0.1603 / -0.1668 Ha.

```
102
C28H58GeO5S4Sb2Si3Ti (ωB97M-V/def2-TZVPD)
Ti 0.0555 0.8187 0.1129
S -2.5907 1.4310 4.2605
Sb -0.7715 0.3518 3.4502
S -1.5857 -0.4948 1.2148
S 0.2128 2.1305 2.1061
O 0.3911 0.1202 -3.4170
C 0.2415 0.5837 -2.2909
O -0.7107 0.2173 -1.4623
C 1.1367 1.5923 -1.6482
O 2.3634 1.6538 -1.8495
O 0.5147 2.3498 -0.7862
C 3.3114 -2.7615 0.2846
Si 1.9840 -2.3210 -1.0437
C 1.5788 -4.0561 -1.7695
C 2.7584 -1.4247 -2.5392
Ge -0.2119 -2.0512 0.1209
Si 0.0622 -3.3515 2.2032
C 1.3484 -2.5482 3.4135
C 0.6216 -5.1692 1.9373
C -1.6251 -3.4875 3.1190
Si -2.0387 -2.8146 -1.3259
C -2.1566 -4.7273 -1.1744
C -3.7192 -2.0886 -0.7599
C -1.7532 -2.4511 -3.1845
H 4.3163 -2.6299 -0.1056
H 3.2075 -3.8012 0.5854
H 3.2288 -2.1507 1.1762
H 2.4934 -4.5617 -2.0620
H 0.9519 -3.9763 -2.6496
H 1.0683 -4.6851 -1.0469
H 3.6667 -1.9309 -2.8629
H 2.9940 -0.3813 -2.3503
H 2.0529 -1.4303 -3.3672
H 2.1703 -3.2212 3.6528
H 0.8725 -2.2464 4.3502
H 1.7807 -1.6532 2.9567
H 1.6134 -5.2290 1.5039
H -0.0600 -5.6853 1.2701
H 0.6377 -5.7139 2.8754
H -2.0835 -2.5055 3.2197
H -1.5369 -3.9142 4.1143
H -2.3118 -4.1087 2.5500
H -2.3570 -5.0413 -0.1570
H -1.2330 -5.1975 -1.4912
H -2.9502 -5.1084 -1.8061
H -3.9005 -2.3183 0.2872
H -4.5580 -2.4654 -1.3397
H -3.7038 -1.0035 -0.8497
H -1.0667 -3.1732 -3.6202
H -1.3198 -1.4658 -3.3356
H -2.6805 -2.4970 -3.7501
C 8.0783 -1.0120 0.8708
C 6.6561 -0.5875 1.0849
C 5.8648 -0.1713 0.0212
C 4.5671 0.2540 0.2318
C 4.0439 0.2685 1.5130
C 4.8081 -0.1749 2.5782
C 6.1081 -0.6000 2.3625
S 2.3717 0.9911 1.8409
C 2.9307 2.5606 1.1027
O 1.6380 0.1198 0.7943
H 8.4254 -0.7095 -0.1134
H 8.1614 -2.0951 0.9502
H 8.7281 -0.5709 1.6240
H 6.2668 -0.1634 -0.9818
H 3.9637 0.5861 -0.5988
H 4.3902 -0.1676 3.5760
H 6.7089 -0.9317 3.1983
H 2.7978 2.4878 0.0217
H 3.9788 2.7121 1.3488
H 2.3194 3.3663 1.5039
C -4.9262 1.7177 1.2638
C -4.6266 2.0360 -0.1928
C -5.5957 3.0444 -0.7764
Sb -2.4300 2.5092 -0.2997
C -2.2308 3.2500 -2.3944
C -2.8412 2.2026 -3.3122
C -2.7844 4.6324 -2.6792
C -2.2749 4.3635 0.9570
C -0.9543 5.0559 0.6433
C -3.4434 5.3322 0.8939
H -5.9294 1.3070 1.3811
H -4.8480 2.6091 1.8814
H -4.2146 0.9879 1.6556
H -4.7062 1.1127 -0.7809
H -5.5632 3.9847 -0.2367
H -6.6124 2.6511 -0.7131
H -5.3851 3.2389 -1.8260
H -1.1462 3.2631 -2.5488
H -3.9249 2.1682 -3.1959
H -2.4418 1.2122 -3.0879
H -2.6131 2.4257 -4.3568
H -3.8472 4.6808 -2.4577
H -2.6474 4.8790 -3.7345
H -2.2730 5.3898 -2.0905
H -2.2143 3.9453 1.9702
H -0.9680 5.5222 -0.3423
H -0.1355 4.3357 0.6686
H -0.7457 5.8263 1.3881
H -3.6233 5.6755 -0.1216
H -3.2251 6.2029 1.5143
H -4.3455 4.8689 1.2811
```

Löwdin population analysis, charges in e, atoms 1 to 4: atom 1 (Ti): 0.1617, atom 2 (S): -0.2887, atom 3 (Sb): 0.4144, atom 4 (S): 0.0712


# 4
Entry from the OMol25 dataset: a structure of composition C28H59AlCl5F7KN3O12PS2 (ωB97M-V/def2-TZVPD).

The net charge is +1. Its gap between HOMO and LUMO is 0.0337 Ha. For the HOMO energy, the calculation gives -0.3344 Ha.

```
119
C28H59AlCl5F7KN3O12PS2 (ωB97M-V/def2-TZVPD)
C 2.6794 4.0017 0.9279
C 1.8659 4.6709 -0.3031
C 0.2644 4.7754 -0.0980
C -0.4421 3.3887 0.3827
N -0.0883 2.3070 -0.5589
N -1.0620 1.3778 -0.8443
C -2.3242 1.9549 -1.5051
O -1.9911 3.0469 -2.4279
C -3.1351 3.9275 -2.6385
C -3.3448 5.0604 -1.4972
C -0.4677 0.4865 -1.9515
C 0.7355 -0.4680 -1.4669
C 0.8697 -1.6047 -2.6604
C 1.0671 -3.1010 -2.0830
C 1.6237 -4.1377 -3.2440
S 2.3120 -5.6358 -2.2954
C 2.2105 0.2619 -1.4535
C 3.4334 -0.7359 -1.1268
C 3.6580 -1.0718 0.4417
Cl 4.3841 0.4106 1.2839
O 0.5108 -1.2268 -0.2483
C -0.1746 -0.4944 0.7982
S 0.9533 0.4353 1.9802
C -1.4437 0.4116 0.2447
O -2.2624 0.9581 1.3197
C -3.4582 0.1555 1.5879
C -3.9654 0.5947 3.1045
O -2.8371 1.2956 3.7558
C -1.9793 0.3386 4.4800
C -0.6740 1.0624 5.1918
H 3.2244 3.0477 0.5418
H 3.5265 4.7274 1.2846
H 2.0512 3.7706 1.8670
H 2.3212 5.7263 -0.4995
H 2.0861 4.0540 -1.2634
H 0.0121 5.6850 0.5644
H -0.1861 5.0102 -1.1553
H 0.0651 3.1253 1.4238
H -1.5681 3.5547 0.6131
H 0.3689 2.6479 -1.4243
H -2.9763 1.1425 -2.0019
H -2.9995 2.4450 -0.6815
H -2.9126 4.5282 -3.6337
H -4.1319 3.3661 -2.8333
H -3.6067 4.6255 -0.4426
H -2.4514 5.7879 -1.4395
H -4.2757 5.6995 -1.8094
H -0.1775 1.1221 -2.8917
H -1.3214 -0.2198 -2.3312
H 1.8248 -1.3584 -3.2945
H -0.0137 -1.5383 -3.4229
H 0.0885 -3.5382 -1.6535
H 1.8651 -3.1665 -1.2307
H 0.8123 -4.4353 -4.0052
H 2.5680 -3.6568 -3.7428
H 2.2382 -5.3661 -0.9112
H 2.3769 0.6896 -2.5220
H 2.2613 1.1594 -0.7270
H 3.4239 -1.7405 -1.6903
H 4.4086 -0.1861 -1.4756
H 4.4929 -1.8956 0.4733
H 2.7474 -1.5300 0.9769
H -0.6955 -1.3064 1.4679
H 1.5752 1.4922 1.3140
H -2.1271 -0.3862 -0.2816
H -4.2466 0.4488 0.7736
H -3.2864 -0.9818 1.4993
H -4.3324 -0.3140 3.7241
H -4.8200 1.3615 2.9359
H -2.6689 -0.1588 5.2856
H -1.6337 -0.4694 3.7057
H -0.5471 2.1787 4.8927
H 0.2968 0.4807 4.9014
H -0.8123 0.9503 6.3383
N -2.9344 -3.4048 3.3832
O -2.0656 -2.5801 3.0520
O -3.9863 -3.4895 2.7329
O -2.7517 -4.1353 4.3662
K -1.1627 3.1164 2.8408
F -0.2393 -6.3837 -0.8542
P -1.4586 -5.7667 -0.0597
F -0.6079 -4.5223 -0.5445
F -1.7920 -4.9310 1.2414
F -2.7104 -5.0678 -0.7294
F -1.0613 -6.7195 1.1376
F -2.3289 -6.9624 -0.6177
Al -4.7498 7.4397 -2.5180
F -2.6281 4.9500 -5.0664
C 7.1702 -3.9256 0.2281
Cl 5.5934 -4.5040 -0.3588
Cl 6.9702 -2.3311 0.9921
Cl 7.8189 -5.0771 1.4190
Cl 8.2984 -3.7909 -1.1412
O -3.9826 4.6154 5.8211
H -3.6787 5.4563 6.1897
H -4.8776 4.8075 5.5092
C -10.8108 5.4792 -0.9955
O -10.1187 4.9317 0.1261
C -8.9448 4.3417 -0.1804
O -8.4592 4.2496 -1.2910
O -8.4013 3.8714 0.9636
C -7.1482 3.2160 0.7877
H -11.7376 5.9262 -0.6308
H -10.2143 6.2615 -1.4727
H -11.0647 4.6942 -1.7128
H -6.4052 3.9076 0.3795
H -7.2581 2.3398 0.1428
H -6.8047 2.8803 1.7684
C 11.1729 -6.3794 -0.8780
C 11.6895 -6.6540 -2.3066
C 11.2587 -8.0745 -2.7304
O 13.0048 -6.6210 -2.2751
H 11.5639 -7.0950 -0.1457
H 11.4440 -5.3725 -0.5426
H 10.0798 -6.4502 -0.8523
H 11.1447 -5.9622 -2.9652
H 11.6527 -8.8489 -2.0624
H 11.5931 -8.3046 -3.7478
H 10.1662 -8.1557 -2.7171
```

Löwdin population analysis, charges in e, atoms 1 to 4: atom 1 (C): -0.1136, atom 2 (C): -0.2228, atom 3 (C): -0.1585, atom 4 (C): -0.2710


Number 1: F_max 0.0732 hartree/bohr. Number 2: F_max 0.1386 hartree/bohr. Number 3: F_max 0.0815 hartree/bohr. Number 4: F_max 0.0852 hartree/bohr.